A molecular structure, C11H13CaN2O6 in a non-equilibrium geometry, computed with ωB97M-V/def2-TZVPD.

```
33
Properties=species:S:1:pos:R:3:forces:R:3
Ca 0.638585 -1.233088 0.128453 -0.603 -0.370 -1.017
O 0.497495 -1.138043 2.139930 -1.232 -0.115 4.893
O 3.181873 1.197378 -1.218404 0.451 0.460 -0.394
O -2.289266 0.528221 -1.758461 -2.151 -5.173 0.065
O -0.027824 1.263594 -2.855670 0.308 0.712 -0.539
O 0.214626 2.577419 0.404383 -0.226 -3.699 -0.356
O -1.949892 -2.474155 -0.012244 -7.653 4.537 -6.264
N 1.268887 -1.540096 4.280725 0.219 0.675 1.639
N -0.896744 -0.757534 4.031952 0.501 0.333 -0.519
C 1.269593 -1.292124 5.831290 -0.595 -0.590 -2.267
C -1.943739 -0.291471 3.180422 -0.842 0.408 -1.285
C 0.283401 -1.138794 3.442549 0.832 0.047 0.370
C -1.079789 -0.410944 5.459906 1.238 -1.382 0.506
C 0.173492 2.175099 -3.498595 -0.080 -0.622 0.413
C 2.787184 0.526467 -0.389146 -0.266 -0.062 0.891
C -2.615294 -0.597170 -1.817332 2.939 6.020 -0.863
C -0.156138 -1.355234 6.285416 -1.545 -0.603 0.814
C -3.060363 -1.987278 -0.748580 6.998 -5.159 7.064
C 0.166107 1.433318 0.290304 0.146 3.771 0.342
C 2.569486 -1.933194 3.759933 -0.564 0.026 0.338
H -0.555575 -2.412093 6.188008 0.500 1.160 0.179
H -2.148429 -0.574164 5.727894 0.875 0.147 -0.254
H 1.696307 -0.311960 6.033763 0.245 0.010 -0.130
H -0.780640 0.619385 5.684415 -0.262 0.047 -0.343
H 2.414254 -2.746957 3.098408 0.147 -0.924 -0.664
H -2.199400 -1.056304 2.444271 -0.133 -0.033 0.079
H 3.223928 -2.244135 4.570909 -0.134 0.056 -0.035
H -1.658696 0.599703 2.600639 -0.039 -0.016 0.269
H 1.892746 -2.091322 6.267867 -0.348 0.457 -0.228
H -2.848231 -0.046217 3.756702 0.468 -0.180 -0.158
H 1.869958 -0.672522 -1.159214 0.231 -0.420 -1.359
H 3.012177 -1.136307 3.215958 0.602 0.784 -0.463
H -0.211580 -1.059576 7.359747 -0.026 -0.302 -0.723
```
Forces are in eV/Å.

Summary:
Spin multiplicity = 1
E_tot = -1665.117458 Eh
Relative energy (zero: lowest compared OMol25 entry of this formula, charge and spin) = 511.8 kJ/mol
E_HOMO = -10.54 eV
Kohn-Sham gap = 0.195 Eh
Total charge = +1
LUMO energy = -0.1922 Ha

=====

A molecular structure, C15H24CaN4O5 in a non-equilibrium geometry, computed with ωB97M-V/def2-TZVPD.

```
49
Properties=species:S:1:pos:R:3:forces:R:3
Ca -0.048234 0.203785 -0.280509 -1.153 -0.543 0.456
O -0.110474 -2.183710 0.312653 0.143 -0.824 0.050
O -3.503290 -0.688286 -0.903428 -0.483 0.271 0.930
O 2.624651 1.350321 -2.012059 -0.239 1.241 0.290
O 1.415977 -0.615851 -3.152943 1.376 0.746 0.061
O -1.633306 2.332137 -0.161895 -0.331 0.267 -0.070
N -0.769551 0.314654 2.173841 -1.150 0.183 -0.649
N -2.170918 -0.541728 -1.391148 0.065 0.294 0.568
N 1.803186 0.116749 1.239214 0.350 -0.033 -1.278
N 0.162584 -0.465781 -2.549696 -0.419 0.249 0.224
C -0.049724 0.314173 4.479218 -1.088 0.099 0.508
C -0.606550 -1.647588 -4.585872 -0.100 -0.065 -0.328
C 1.629078 0.214012 2.586978 -2.000 0.056 1.118
C -2.050578 0.356415 2.605199 0.604 -0.044 1.128
C 2.743761 0.225216 3.446278 1.278 -0.076 -0.327
C 4.192690 -0.003347 1.531904 -0.492 -0.159 -1.680
C 4.029219 0.124025 2.914121 -1.068 0.173 1.119
C -2.141723 -0.951549 -2.654198 1.503 -0.141 -0.230
C -1.372336 0.363982 4.919632 1.573 -0.050 -0.063
C -2.396774 0.373928 3.967778 -0.697 0.038 -1.467
C 1.669559 2.342921 -1.511913 0.787 0.399 -0.578
C -3.385417 -1.426070 -3.318232 -0.070 -0.299 -0.677
C 0.231863 0.285425 3.095055 2.161 -0.123 -0.410
C -0.831409 -0.998765 -3.264604 -1.014 0.276 0.825
C 3.047855 -0.016462 0.729366 0.420 0.080 1.002
H -3.449622 0.399790 4.251241 0.326 -0.003 -0.055
H -1.250929 -2.528307 -4.692523 0.178 0.144 -0.053
H 1.973531 0.129351 -2.734440 -1.204 -1.551 -0.826
H 0.639941 2.118874 -1.837207 0.446 -0.084 -0.098
H 3.111214 -0.121811 -0.362640 0.092 0.036 0.594
H -0.871546 -2.786255 0.229977 0.422 0.466 -0.103
H -4.256408 -0.844425 -3.004702 0.206 -0.126 -0.104
H 3.209978 1.756682 -2.669281 -0.299 -0.039 0.301
H 1.939100 3.335362 -1.918201 -0.267 -0.443 0.297
H 1.753207 2.387392 -0.419613 0.023 -0.114 -0.167
H -0.852625 -0.953563 -5.402802 0.138 -0.181 0.011
H -3.284820 -1.363535 -4.407626 -0.062 -0.029 0.194
H 0.441607 -1.941995 -4.678202 -0.260 0.026 -0.081
H -2.835863 0.377933 1.835154 0.376 0.038 0.327
H -3.573473 -2.478849 -3.063693 -0.133 0.160 -0.027
H 0.779159 0.297524 5.180745 -0.356 0.004 0.006
H 0.680035 -2.751359 0.365346 -0.475 0.384 0.014
H -1.596040 0.395015 5.984242 0.050 -0.034 -0.215
H 2.582309 0.318847 4.513751 0.265 -0.021 -0.142
H -1.741006 2.922452 0.598196 0.128 -0.255 -0.097
H 5.165797 -0.087872 1.051015 -0.181 -0.019 0.254
H -2.476019 2.393142 -0.646284 0.502 -0.264 0.108
H -3.467159 -0.493796 0.050437 0.273 -0.117 -0.675
H 4.899508 0.140793 3.562377 -0.142 0.007 0.016
```
Forces are in eV/Å.

Summary:
Spin multiplicity = 1
E_tot = -1858.745139 Eh
E_HOMO (alpha / beta) = -4.85 / -4.33 eV
Kohn-Sham gap (alpha / beta) = 0.183 / 0.163 Eh
LUMO energy (alpha / beta) = 0.0041 / 0.0041 Ha